Entry 1:
Below is a single C2H3N3S2 molecule in a non-equilibrium geometry, with properties calculated with ωB97M-V with the def2-TZVPD basis set.

Each line ends with the Löwdin charge.
Geometry (Å):
1 C -0.46740 -0.63122 -0.01342  -0.597
2 C -1.89553 -0.90354 -0.13880  -0.102
3 H 1.46901 2.41612 -0.10633  -0.150
4 H -0.77502 0.83638 1.38538  0.081
5 H 2.28694 0.13155 -0.14135  -0.017
6 N -0.16752 0.66351 0.57989  -0.404
7 N 0.30989 -1.52460 -0.43646  -0.321
8 N -3.00914 -1.45738 -0.43115  0.139
9 S 0.21649 2.00072 -0.49125  0.712
10 S 2.03229 -1.53153 -0.20651  0.658

**Maximum force**: 10.83 eV Å⁻¹
**HOMO**: -9.5519 eV
**Frontier orbital gap**: 8.8624 eV
**Energy above the lowest of the compared OMol25 structures with the same formula, charge and spin**: 78.8 kcal/mol

Entry 2:
Below is a gas-phase ion, C2H3N4 (charge +1) in a non-equilibrium geometry, with properties calculated with ωB97M-V with the def2-TZVPD basis set.

Each line ends with the Löwdin charge.
Geometry (Å):
1 C -1.20418 0.11071 0.85619  -0.042
2 C 0.46437 -0.94311 -0.48686  -0.048
3 N -0.56436 -0.72502 0.04846  0.214
4 N -1.37396 1.27068 0.69103  -0.019
5 N -1.15941 2.46111 0.58696  0.220
6 N 1.55449 -1.61329 -0.70424  0.202
7 H -1.71551 3.28605 0.58204  0.109
8 H 1.82595 -2.23024 0.04664  0.145
9 H 2.17262 -1.61689 -1.62021  0.220

**Maximum force**: 4.16 eV Å⁻¹
**HOMO (spin up / spin down)**: -14.0236 / -14.0229 eV
**Frontier orbital gap (spin up / spin down)**: 8.7438 / 8.7433 eV
**Energy above the lowest of the compared OMol25 structures with the same formula, charge and spin**: 27.7 kcal/mol
**Total charge**: +1

Entry 3:
Below is a gas-phase ion, C2H3N4 (charge +1) in a non-equilibrium geometry, with properties calculated with ωB97M-V with the def2-TZVPD basis set.

Each line ends with the Mulliken spin population.
Geometry (Å):
1 C -0.03671 -1.57101 0.78083  0.460
2 C 0.58194 0.28740 -0.53114  0.590
3 N 1.04408 -0.80642 -0.71385  -0.010
4 N 0.95497 -1.86985 0.01979  0.528
5 N -0.86105 -0.79409 1.02696  0.232
6 N 0.03306 1.40049 -0.85965  0.145
7 H -1.02796 -0.37754 1.95367  0.024
8 H -0.90503 1.39905 -1.33410  0.015
9 H 0.21669 2.33197 -0.34251  0.017

**Maximum force**: 6.38 eV Å⁻¹
**HOMO (spin up / spin down)**: -12.4530 / -16.5217 eV
**Frontier orbital gap (spin up / spin down)**: 7.3968 / 7.7072 eV
**Energy above the lowest of the compared OMol25 structures with the same formula, charge and spin**: 26.3 kcal/mol
**2S+1**: 3
**Total charge**: +1

Entry 4:
Below is 2 unconnected molecules or ions with the total composition C2H3N4O in a non-equilibrium geometry, with properties calculated with ωB97M-V with the def2-TZVPD basis set.

Each line ends with the Löwdin charge.
Geometry (Å):
1 C -0.44960 -0.25880 -1.43041  -0.488
2 C 0.00979 0.03078 -0.01510  -0.059
3 N -1.44809 -0.65193 -3.18580  -0.186
4 N -0.38791 -0.03607 -3.57455  -0.097
5 N -1.57627 -0.81536 -1.87332  -0.012
6 N 0.27498 0.18379 -2.45587  -0.051
7 O 2.40853 0.67236 -1.79902  -0.225
8 H 0.11277 1.09999 -0.06348  0.058
9 H 0.97056 -0.30507 0.21400  0.030
10 H -0.70153 -0.09807 0.72110  0.031

**Maximum force**: 3.89 eV Å⁻¹
**HOMO (spin up / spin down)**: -5.0499 / -5.0749 eV
**Frontier orbital gap (spin up / spin down)**: 7.9428 / 7.9658 eV
**Energy above the lowest of the compared OMol25 structures with the same formula, charge and spin**: 111.7 kcal/mol
**Total charge**: -1

Entry 5:
Below is a molecular structure, C2H3N4O in a non-equilibrium geometry, with properties calculated with ωB97M-V with the def2-TZVPD basis set.

Each line ends with the Löwdin charge.
Geometry (Å):
1 C -0.41506 -1.81606 -1.86686  0.163
2 C 0.80049 1.62825 0.91555  -0.237
3 N -0.02294 -0.90462 -1.27203  0.151
4 N -1.19550 -0.34149 1.65168  0.036
5 N -2.05093 -0.45729 2.33251  0.098
6 N 1.21884 0.90165 -0.01532  0.182
7 O 0.33090 2.26333 1.73906  0.304
8 H -0.77808 -2.66380 -2.34736  0.089
9 H 0.40284 0.03914 -0.37743  0.069
10 H 1.70943 1.35090 -0.75979  0.145

**Maximum force**: 3.97 eV Å⁻¹
**HOMO**: -17.3130 eV
**Frontier orbital gap**: 13.4143 eV
**Energy above the lowest of the compared OMol25 structures with the same formula, charge and spin**: 0.0 kcal/mol
**Total charge**: +1

Entry 6:
Below is 2 unconnected molecules or ions with the total composition C2H3N5O in a non-equilibrium geometry, with properties calculated with ωB97M-V with the def2-TZVPD basis set.

Each line ends with the Löwdin charge.
Geometry (Å):
1 C 1.26716 0.02597 -0.06955  -0.580
2 C -1.42473 -0.04070 0.01376  -0.480
3 H 2.94018 0.88122 -0.35553  0.314
4 H -3.44076 0.55650 0.56372  0.125
5 H -0.96702 2.12550 -0.63071  0.192
6 N 0.62976 -1.29955 -0.10105  0.167
7 N -0.61487 -1.09038 -0.39930  0.068
8 N -2.64801 -0.22926 0.36262  0.109
9 N -0.62462 1.17823 -0.17637  0.036
10 N 0.72020 1.10236 -0.01933  0.073
11 O 2.52197 -0.13808 0.38642  -0.023

**Maximum force**: 8.36 eV Å⁻¹
**HOMO**: -9.1300 eV
**Frontier orbital gap**: 8.0277 eV
**Energy above the lowest of the compared OMol25 structures with the same formula, charge and spin**: 159.4 kcal/mol

Entry 7:
Below is a molecular structure, C2H3N5O in a non-equilibrium geometry, with properties calculated with ωB97M-V with the def2-TZVPD basis set.

Each line ends with the Löwdin charge.
Geometry (Å):
1 C 2.05999 0.21510 -0.18872  -0.273
2 C -1.47884 -0.31487 -0.11743  -0.573
3 H 2.33619 -1.42744 0.44518  0.044
4 H 2.32091 1.35958 -0.31550  0.160
5 H 0.55060 -1.69779 0.00506  0.302
6 N 2.88628 -0.66533 0.02318  0.119
7 N 0.64597 0.27424 0.02772  -0.124
8 N -0.20946 1.41843 0.01268  0.074
9 N -1.34510 1.06564 0.14298  0.106
10 N -0.28688 -0.72409 0.15096  0.116
11 O -2.56628 -0.90224 -0.10006  0.047

**Maximum force**: 12.12 eV Å⁻¹
**HOMO**: -9.8494 eV
**Frontier orbital gap**: 9.3151 eV
**Energy above the lowest of the compared OMol25 structures with the same formula, charge and spin**: 129.3 kcal/mol

Entry 8:
Below is a single C2H3N5O molecule in a non-equilibrium geometry, with properties calculated with ωB97M-V with the def2-TZVPD basis set.

Each line ends with the Löwdin charge.
Geometry (Å):
1 C -0.40293 0.93018 -0.10432  -0.519
2 C 1.58164 -0.72590 -0.07350  -0.163
3 H 0.99316 2.34454 0.33830  0.131
4 H -0.33757 -1.81339 1.03666  0.169
5 H 1.41307 -1.83258 0.16992  0.135
6 N -0.08623 2.11738 0.11732  0.142
7 N -1.86252 0.47597 -0.00592  0.103
8 N -1.94097 -0.82947 0.05232  -0.008
9 N -0.65490 -1.46673 0.01999  -0.005
10 N 0.20441 -0.20972 -0.33221  -0.006
11 O 2.65507 -0.06703 0.07019  0.022

**Maximum force**: 8.03 eV Å⁻¹
**HOMO**: -10.1818 eV
**Frontier orbital gap**: 9.4970 eV
**Energy above the lowest of the compared OMol25 structures with the same formula, charge and spin**: 121.1 kcal/mol

Entry 9:
Below is a single C2H3N5O molecule in a non-equilibrium geometry, with properties calculated with ωB97M-V with the def2-TZVPD basis set.

Each line ends with the Löwdin charge.
Geometry (Å):
1 C 1.68418 -0.64696 0.02473  -0.173
2 C -0.21354 1.19105 -0.12001  -0.510
3 H -2.46656 0.05749 0.36340  0.111
4 H -1.88385 -1.45165 0.51487  0.101
5 H 2.43592 -1.48789 -0.00386  0.112
6 N -1.86988 -0.65140 -0.17620  0.100
7 N -0.45933 -0.18658 -0.25608  -0.120
8 N 0.46301 -1.07359 -0.11055  0.084
9 N 2.18668 0.70394 -0.14413  0.089
10 N 1.17241 1.52603 -0.04042  0.095
11 O -1.04904 2.01956 -0.05174  0.111

**Maximum force**: 5.36 eV Å⁻¹
**HOMO**: -9.7070 eV
**Frontier orbital gap**: 8.4516 eV
**Energy above the lowest of the compared OMol25 structures with the same formula, charge and spin**: 96.0 kcal/mol

Entry 10:
Below is a single C2H3N5O molecule in a non-equilibrium geometry, with properties calculated with ωB97M-V with the def2-TZVPD basis set.

Each line ends with the Löwdin charge.
Geometry (Å):
1 C 2.16404 -0.71298 0.44268  -0.202
2 C 0.14396 0.12418 -0.44837  -0.383
3 H 2.63393 -1.24699 2.08148  0.047
4 H 3.03349 -1.06417 -0.02053  0.082
5 H -2.11004 1.06757 1.03278  0.236
6 N 1.79845 -0.87744 1.64649  0.113
7 N 1.37504 0.14537 -0.57917  0.149
8 N -0.63060 0.99985 -1.23967  0.092
9 N -1.87821 0.99135 -0.84859  -0.031
10 N -2.11733 0.21408 0.19319  -0.037
11 O -0.90460 -0.69200 0.34184  -0.067

**Maximum force**: 4.87 eV Å⁻¹
**HOMO**: -10.3827 eV
**Frontier orbital gap**: 9.4142 eV
**Energy above the lowest of the compared OMol25 structures with the same formula, charge and spin**: 139.5 kcal/mol

> Which value of energy above the lowest of the compared OMol25 structures with the same formula, charge and spin does entry 1 give?

78.8 kcal/mol

What did the ninth record say?
Below is a single C2H3N5O molecule in a non-equilibrium geometry, with properties calculated with ωB97M-V with the def2-TZVPD basis set.

Each line ends with the Löwdin charge.
Geometry (Å):
1 C 1.68418 -0.64696 0.02473  -0.173
2 C -0.21354 1.19105 -0.12001  -0.510
3 H -2.46656 0.05749 0.36340  0.111
4 H -1.88385 -1.45165 0.51487  0.101
5 H 2.43592 -1.48789 -0.00386  0.112
6 N -1.86988 -0.65140 -0.17620  0.100
7 N -0.45933 -0.18658 -0.25608  -0.120
8 N 0.46301 -1.07359 -0.11055  0.084
9 N 2.18668 0.70394 -0.14413  0.089
10 N 1.17241 1.52603 -0.04042  0.095
11 O -1.04904 2.01956 -0.05174  0.111

**Maximum force**: 5.36 eV Å⁻¹
**HOMO**: -9.7070 eV
**Frontier orbital gap**: 8.4516 eV
**Energy above the lowest of the compared OMol25 structures with the same formula, charge and spin**: 96.0 kcal/mol

> Look up the maximum force of the sixth one.

8.36 eV Å⁻¹

What did the eighth record say?
Below is a single C2H3N5O molecule in a non-equilibrium geometry, with properties calculated with ωB97M-V with the def2-TZVPD basis set.

Each line ends with the Löwdin charge.
Geometry (Å):
1 C -0.40293 0.93018 -0.10432  -0.519
2 C 1.58164 -0.72590 -0.07350  -0.163
3 H 0.99316 2.34454 0.33830  0.131
4 H -0.33757 -1.81339 1.03666  0.169
5 H 1.41307 -1.83258 0.16992  0.135
6 N -0.08623 2.11738 0.11732  0.142
7 N -1.86252 0.47597 -0.00592  0.103
8 N -1.94097 -0.82947 0.05232  -0.008
9 N -0.65490 -1.46673 0.01999  -0.005
10 N 0.20441 -0.20972 -0.33221  -0.006
11 O 2.65507 -0.06703 0.07019  0.022

**Maximum force**: 8.03 eV Å⁻¹
**HOMO**: -10.1818 eV
**Frontier orbital gap**: 9.4970 eV
**Energy above the lowest of the compared OMol25 structures with the same formula, charge and spin**: 121.1 kcal/mol